1.
C17H23F2N2O2SSi | ωB97M-V/def2-TZVPD

Output
- Molecular weight: 385.53 u
- HOMO-LUMO gap: 4.682 eV

```
! wB97M-V def2-TZVPD RIJCOSX def2/J DEFGRID3
* xyz 1 1
S -1.6775 3.5254 3.5964
Si -3.1140 0.1717 -1.0849
F -1.2864 3.7798 0.8438
F -3.6152 3.9168 1.7403
O -1.4128 5.2353 3.6654
O -2.5465 6.7061 2.8362
N 5.7226 -1.4596 -1.6751
N -2.5841 5.8950 3.7769
C 1.3336 2.3050 4.1841
C -1.1952 0.2222 -1.2673
C 5.0226 -4.1510 -1.6938
C -2.5793 1.6381 1.4929
C -2.2776 3.2218 1.8374
C 2.0554 0.4335 -1.4834
C 1.1310 1.7858 -1.6656
C -4.0934 0.5785 -2.6957
C -0.5184 1.7227 -1.5576
C 1.3221 -1.0140 -1.2222
C 5.4052 -2.6800 -1.6835
C 4.2413 -4.4906 -0.4229
C 5.0443 -4.2450 0.8506
C -3.5633 1.6044 0.1819
C -3.6936 -1.5747 -0.4842
C -0.3311 -1.1634 -1.0998
C 0.0163 2.7388 3.9010
H -4.6727 1.4462 0.5186
H -3.4115 2.6056 -0.4499
H -0.8604 -2.1913 -0.9050
H 5.3095 -3.1890 0.9638
H -3.5492 1.2995 -3.4389
H 3.9426 -5.5442 -0.4570
H 3.2435 0.5113 -1.5382
H 5.9680 -4.8350 0.8520
H 3.3208 -3.8957 -0.3820
H 4.4098 -4.3569 -2.5777
H 1.6075 2.8554 -1.8550
H 4.4576 -4.5280 1.7302
H -3.1321 1.1235 2.4114
H 1.9689 -1.9786 -1.0730
H -3.8755 -2.2898 -1.4106
H -2.8855 -2.0386 0.2398
H 2.4630 1.9547 4.0312
H 5.9310 -4.7593 -1.7611
H -4.4972 -0.4182 -3.2087
H -5.0797 1.1527 -2.3453
H -1.1908 2.6993 -1.6557
H -1.5487 1.0997 1.3578
H -4.7247 -1.4259 0.0821
*
```

natural (NBO) population analysis, charges in e, atoms 1 to 2: atom 1 (S): 1.1105, atom 2 (Si): 1.6545

2.
C17H23INOPbSe | ωB97M-V/def2-TZVPD

Output
- Relative energy (zero: lowest compared OMol25 entry of this formula, charge and spin): 38.7 kJ/mol
- Molecular weight: 670.44 u
- HOMO-LUMO gap: 7.321 eV

```
! wB97M-V def2-TZVPD RIJCOSX def2/J DEFGRID3
* xyz 1 1
Pb -4.0129 -4.2343 11.1634
I -0.9453 -6.0332 12.4020
Se -1.2149 -4.0775 14.0082
O -2.0582 -3.3100 11.3339
N -4.9929 -3.9957 13.4494
C -5.8696 -1.7186 13.7189
C -2.1036 -1.9884 11.6983
C -1.9795 -5.2874 16.5182
C -8.3416 -2.4593 12.6173
C -0.4503 -5.6286 18.4135
C -2.8432 -6.2432 11.4569
C -1.7151 -5.6659 17.8283
C -0.9102 -4.9043 15.6753
C -0.3312 -6.0255 19.8483
C -6.0480 -3.0539 13.3629
C 0.5947 -5.2076 17.5550
C -3.3980 -5.2708 16.0009
C -6.8996 -0.8371 13.5986
C 0.3795 -4.8185 16.2042
C -7.2800 -3.3915 12.7977
C -8.1652 -1.1803 13.0884
C 1.5371 -4.2142 15.4813
H -2.6003 -6.1266 18.3919
H 1.5753 -3.1489 15.7264
H -4.0648 -5.9646 16.5822
H -3.7219 -4.2083 16.1546
H 1.4611 -4.3828 14.4358
H -9.2776 -2.7185 12.2062
H -1.3523 -1.3527 11.1456
H -4.9110 -1.3559 14.0974
H -7.4690 -4.4164 12.5454
H 0.7140 -6.1905 20.0313
H -0.8724 -6.9920 19.9895
H -3.1097 -1.5557 11.5720
H -0.7816 -5.2468 20.3766
H -3.3784 -7.0462 12.0276
H -5.3504 -4.9009 13.8200
H -2.6889 -6.5165 10.4500
H -3.3972 -5.5117 14.9684
H -4.2300 -3.7873 14.0846
H -6.8385 0.1589 13.9786
H -2.0381 -1.8294 12.8539
H -9.0090 -0.4681 13.0639
H 1.6020 -5.0579 17.9679
H 2.4464 -4.7109 15.8275
*
```

natural (NBO) population analysis, charges in e, atoms 1 to 2: atom 1 (Pb): 1.3048, atom 2 (I): 0.6779

3.
C17H23N2O | ωB97M-V/def2-TZVPD

Output
- Relative energy (zero: lowest compared OMol25 entry of this formula, charge and spin): 73.9 kJ/mol
- Molecular weight: 271.38 u
- SMILES: Cc1cccc(CN2CC[NH+](Cc3ccco3)CC2)c1
- HOMO-LUMO gap: 9.021 eV

```
! wB97M-V def2-TZVPD RIJCOSX def2/J DEFGRID3
* xyz 1 1
O -0.3610 -2.4409 3.9166
N -0.0526 1.0869 -0.1936
N 0.0285 -1.3444 1.2829
C 1.7901 -3.0334 3.9755
C 0.0015 -2.5694 5.2056
C -0.9760 2.2505 -4.9373
C 0.3489 1.0937 1.1947
C -1.0475 0.0613 -0.4179
C 1.3069 -2.9330 5.3042
C 0.9975 -0.2482 1.5218
C 0.5687 -2.6729 1.6867
C -0.4310 -1.3020 -0.1250
C -0.6634 2.3496 -2.1846
C -1.8753 2.6997 -2.7594
C 0.3875 1.9455 -2.9997
C 0.2467 1.8904 -4.3777
C -2.0264 2.6535 -4.1359
C 1.3819 1.4690 -5.2578
C -0.4673 2.3939 -0.6924
C 0.7362 -2.7298 3.1667
H 2.7793 -3.3046 3.6707
H 2.2332 1.1349 -4.6705
H -0.4992 1.2774 1.8823
H -1.9491 0.2069 0.2081
H -1.3526 0.1010 -1.4650
H -0.7482 -2.3755 5.9460
H 1.8617 -3.1090 6.2012
H 1.3292 1.6770 -2.5427
H 1.8545 -0.4075 0.8651
H -2.6980 3.0188 -2.1360
H 1.0725 0.6631 -5.9212
H -1.0981 2.2175 -6.0095
H 1.0827 1.8863 1.3490
H -1.3896 2.7376 -0.1981
H -0.7870 -1.1653 1.8850
H 1.6998 2.3035 -5.8812
H -1.1587 -2.0971 -0.2940
H 1.3269 -0.2810 2.5616
H 0.3323 3.0995 -0.4525
H 0.4344 -1.4585 -0.7708
H -2.9685 2.9340 -4.5813
H 1.5262 -2.8426 1.1932
H -0.1424 -3.4373 1.3566
*
```

natural (NBO) population analysis, charges in e, atoms 1 to 2: atom 1 (O): -0.4228, atom 2 (N): -0.4336

4.
C17H23N3O3 | ωB97M-V/def2-TZVPD

Output
- Relative energy (zero: lowest compared OMol25 entry of this formula, charge and spin): 73.1 kJ/mol
- Molecular weight: 317.39 u
- SMILES: CCCCn1c(N(CCOC(C)=O)C(C)=O)nc2ccccc21
- HOMO-LUMO gap: 9.489 eV

```
! wB97M-V def2-TZVPD RIJCOSX def2/J DEFGRID3
* xyz 0 1
O 4.7085 0.0848 -1.4463
O 3.2908 1.3485 -0.2536
O 2.5583 -1.1695 1.1849
N -0.6056 1.6542 0.4101
N -1.5169 -0.2409 -0.3628
N 0.8432 -0.2287 0.0602
C -2.4667 -3.9234 -0.0850
C -3.8950 0.5957 -0.5518
C 2.3140 1.2222 -1.2751
C 1.6069 -0.1339 -1.1752
C 0.6749 -0.4226 2.4705
C 5.2752 0.7103 0.8113
C -2.1861 -2.4912 0.3673
C -2.7219 2.9954 0.4297
C -4.0681 2.9117 0.1447
C -1.6240 -1.6200 -0.7605
C -0.3926 0.4184 0.0675
C -2.5409 0.6701 -0.2645
C -4.6444 1.7348 -0.3380
C -1.9488 1.8593 0.2217
C -1.2027 -4.6885 -0.4605
C 4.4327 0.6614 -0.4279
C 1.4681 -0.6444 1.2078
H -0.4793 -4.6518 0.3509
H -1.4734 -2.5090 1.1948
H 6.3104 0.4906 0.5709
H -2.2804 -1.6776 -1.6350
H -0.7406 -4.2750 -1.3532
H -4.6981 3.7756 0.2954
H -5.7032 1.7171 -0.5488
H 0.9367 -0.2607 -2.0282
H 2.3546 -0.9310 -1.1641
H 5.1794 1.6764 1.2967
H -3.1119 -2.0387 0.7310
H -3.1514 -3.9080 -0.9361
H -1.4413 -5.7305 -0.6582
H 1.1890 -0.8966 3.3020
H -2.9681 -4.4468 0.7316
H 1.6050 2.0355 -1.1058
H 0.5987 0.6481 2.6501
H -0.6285 -1.9688 -1.0407
H 2.7902 1.3148 -2.2572
H 4.8890 -0.0573 1.4814
H -4.3467 -0.3102 -0.9272
H -2.2721 3.9024 0.7994
H -0.3318 -0.8241 2.3814
*
```

natural (NBO) population analysis, charges in e, atoms 1 to 2: atom 1 (O): -0.6079, atom 2 (O): -0.5140

no.,HOMO energy (eV)
1,-10.9089
2,-11.7964
3,-11.4008
4,-8.8014